{
  "formula": "C24H52N2O2P2PdS",
  "method": "the ωB97M-V functional and the def2-TZVPD basis",
  "elements": ["Pd", "C", "O", "C", "O", "P", "C", "H", "C", "H", "C", "H", "C", "P", "H", "H", "C", "H", "C", "H", "H", "H", "C", "H", "H", "H", "C", "H", "H", "H", "C", "H", "H", "H", "C", "H", "H", "H", "C", "H", "H", "H", "C", "H", "H", "H", "C", "H", "C", "H", "H", "C", "H", "H", "H", "C", "H", "H", "H", "C", "H", "H", "H", "C", "H", "H", "H", "H", "H", "S", "C", "N", "C", "C", "C", "N", "H", "H", "H", "H", "H", "H", "H", "H"],
  "coordinates": [[0.05227, -0.31269, -1.08068], [0.18876, 0.39127, 0.86919], [1.24435, 0.67863, 1.40563], [-1.89930, 0.01981, -1.24732], [-3.00779, 0.34688, -1.31604], [0.39431, 2.13443, -1.75705], [0.27050, 2.25720, -3.62165], [0.19332, 3.34345, -3.81768], [-0.98831, 3.26095, -1.27712], [-1.88229, 2.62341, -1.39435], [2.00504, 3.06781, -1.50685], [2.73879, 2.34987, -1.91320], [1.71622, -3.18131, 0.71933], [0.24157, -2.49763, -0.19063], [0.19513, -4.51876, -1.52962], [2.56256, -2.88493, 0.08169], [-1.21196, -3.43859, 0.58720], [-0.90517, -4.49181, 0.49064], [-0.88210, 3.70021, 0.17987], [-1.87564, 4.07349, 0.47055], [-0.14846, 4.50908, 0.30690], [-0.62871, 2.86976, 0.85063], [-1.21002, 4.48675, -2.16597], [-0.45110, 5.26137, -2.02896], [-2.17324, 4.92321, -1.87370], [-1.27523, 4.27321, -3.23523], [2.12899, 4.37384, -2.30256], [1.83650, 4.32501, -3.35554], [3.19141, 4.65546, -2.28982], [1.57514, 5.19244, -1.82618], [2.40465, 3.35083, -0.06154], [3.48138, 3.59207, -0.08144], [2.25048, 2.49703, 0.61108], [1.87497, 4.22938, 0.33624], [1.59765, 1.75895, -4.23003], [2.39344, 2.53016, -4.23945], [1.39655, 1.39405, -5.25128], [2.03941, 0.92696, -3.64447], [-1.01344, 1.58303, -4.14776], [-1.04853, 0.51392, -3.88408], [-1.04623, 1.66852, -5.24754], [-1.92227, 2.06055, -3.74040], [1.72030, -4.71736, 0.82692], [1.55626, -5.22470, -0.13367], [0.96070, -5.07449, 1.53770], [2.69984, -5.04820, 1.20889], [1.92786, -2.52211, 2.08113], [1.18556, -2.87814, 2.80873], [-0.65231, -2.90165, -2.73104], [1.87929, -1.42690, 2.01761], [2.92766, -2.79743, 2.45379], [1.82302, -3.36695, -2.30989], [-0.66021, -1.78279, -2.64972], [-0.36539, -3.12865, -3.76880], [-1.68419, -3.22337, -2.53954], [0.39306, -3.46327, -1.76466], [1.83724, -3.63737, -3.36959], [2.55834, -4.01437, -1.80865], [2.18100, -2.32950, -2.26170], [-2.50434, -3.27276, -0.18947], [-2.77509, -2.21504, -0.27428], [-3.29552, -3.81080, 0.35025], [-2.47251, -3.74313, -1.17539], [-1.50084, -3.18674, 2.06403], [-1.72935, -2.11458, 2.22702], [-0.67123, -3.52799, 2.70886], [-2.41191, -3.78155, 2.33024], [1.26886, -0.47278, -2.94219], [0.45114, -0.37676, -3.07394], [-1.47034, 0.59059, 1.69466], [-1.24778, 0.52345, 3.51742], [-2.04013, 1.30456, 4.25291], [-2.19949, 1.22192, 5.72769], [-0.96324, 0.56594, 6.33392], [-0.57561, -0.68583, 5.54694], [-0.39245, -0.30844, 4.13331], [-2.72127, 1.82627, 3.70018], [-3.10684, 0.64390, 5.99067], [-2.31104, 2.25760, 6.03314], [-1.14736, 0.31625, 7.39951], [-0.08985, 1.24917, 6.28851], [-1.37746, -1.43654, 5.66687], [0.39008, -1.08662, 5.89573], [0.20198, -0.84014, 3.54511]],
  "atomic_forces_ev_per_a": [[0.3468, 0.1153, -0.4173], [4.2404, 1.7451, 1.8612], [-3.4848, -1.1397, -1.2005], [-5.4863, 1.2261, -0.6377], [4.3934, -1.3880, 0.2367], [0.8111, 4.4646, -1.9197], [0.2286, -1.3340, -0.5480], [0.0374, -0.4270, 0.5333], [-0.3583, -0.9841, 0.6502], [0.1172, 0.2696, 0.0808], [0.6171, -1.1115, 0.5764], [-0.2008, 0.1709, 0.0924], [0.8274, 1.0973, 0.2940], [0.1092, -5.0402, 0.8304], [-0.2555, 0.3434, 0.1155], [-0.1854, -0.0152, 0.1270], [-0.4986, 0.5585, 0.2664], [0.3941, 0.3173, -0.1557], [-0.6346, 0.3844, 0.0222], [0.3877, 0.0433, 0.1287], [-0.2943, -0.3652, 0.0769], [0.1658, 0.0938, 0.1557], [-0.1186, 0.5389, -0.4597], [-0.1202, -0.2246, 0.0796], [0.1658, -0.0828, 0.0041], [-0.1712, 0.0057, 0.2735], [-0.3101, 0.6424, -0.4514], [0.0788, 0.0142, 0.3045], [-0.1901, -0.1604, 0.1127], [0.2020, -0.2640, -0.0907], [0.2476, 0.1668, 0.2729], [-0.4345, -0.0941, 0.2337], [0.1827, 0.2929, -0.1697], [0.2773, -0.3662, -0.0920], [0.1168, -0.1570, -0.1581], [-0.6473, -0.3481, -0.2172], [0.3325, 0.1478, 0.3551], [-0.0896, 0.3946, -0.5932], [0.1315, 0.2133, -0.0541], [-0.0564, 0.2071, -0.3389], [-0.0543, -0.1074, 0.4331], [0.3508, -0.1524, -0.2303], [-0.5134, -0.4091, -0.1063], [0.1291, 0.1415, 0.3535], [0.2384, 0.1086, -0.1734], [-0.2421, 0.3118, -0.1339], [0.1646, -0.0269, 0.3262], [0.3100, 0.0579, -0.1033], [-0.0858, 0.4730, -0.7598], [0.2194, -0.3024, 0.0740], [-0.3947, 0.1622, -0.0112], [0.2290, 0.2225, -0.3392], [-0.2601, -0.9972, -0.4303], [-0.2860, 0.0093, 0.2746], [0.6904, 0.0700, -0.4128], [0.0679, 0.3594, -0.3885], [-0.0708, -0.0798, 0.1166], [-0.3954, 0.2776, -0.0842], [0.2030, -0.1656, -0.0078], [-0.3741, -0.4409, -0.2614], [-0.2601, -0.1772, -0.0351], [0.0783, 0.3504, -0.0949], [-0.1399, 0.2337, 0.4297], [0.0531, -0.4065, 0.2251], [-0.0031, -0.3205, 0.1662], [-0.5207, 0.3403, -0.1722], [0.7427, 0.6072, -0.0605], [-1.8263, 0.0862, -0.2942], [1.9608, -0.2932, 0.0505], [-0.3711, -0.1279, 2.2232], [-0.2776, 0.3622, 2.1301], [-0.0773, -1.0153, -2.1728], [0.1671, -0.2272, 0.3651], [0.7232, 0.4313, 0.2049], [0.0644, 0.1620, 0.8716], [-1.5297, 0.6853, -1.3079], [0.0008, 0.1461, 0.6428], [0.2868, 0.4027, -0.4386], [-0.1011, -0.0138, 0.3416], [0.0894, 0.1328, -0.6889], [-0.5741, -0.1844, 0.2145], [0.4330, 0.0029, -0.4240], [-0.4933, 0.0337, -0.1427], [0.7741, -0.6739, -0.3489]],
  "mulliken_spin": [1.418, 0.071, 0.179, 0.148, 0.015, 0.363, 0.089, 0.010, 0.036, 0.001, 0.021, -0.010, -0.010, 0.227, 0.013, -0.013, 0.042, 0.026, 0.029, -0.001, 0.003, 0.007, 0.037, 0.003, 0.000, 0.000, 0.051, -0.001, 0.010, -0.001, 0.022, 0.001, -0.002, -0.001, 0.014, 0.000, 0.003, 0.009, 0.036, 0.010, 0.004, 0.000, 0.038, 0.000, -0.001, 0.009, 0.007, 0.001, 0.049, -0.005, 0.002, 0.015, -0.023, -0.002, -0.003, 0.034, 0.001, 0.002, 0.015, 0.002, -0.004, 0.000, -0.001, 0.036, -0.002, 0.000, 0.004, -0.011, 0.067, 0.793, -0.004, -0.005, 0.007, 0.007, -0.007, 0.107, 0.001, 0.000, 0.000, -0.001, 0.000, 0.012, 0.005, -0.003],
  "s_squared": 6.025,
  "e_tot_ev": -65651.238,
  "homo_lumo_gap_ev": [6.977, 4.164],
  "e_lumo_ev": [-12.7, -17.3],
  "spin_multiplicity": 5,
  "homo_energy_ev": [-19.7, -21.5],
  "charge": 4
}